The molecule C26H26FN5 at a distorted geometry. Source: OMol25; level of theory: ωB97M-V/def2-TZVPD.

Structure (XYZ):
```
58
Properties=species:S:1:pos:R:3:forces:R:3
F -2.3583 4.5866 1.3083 1.3 -1.4 0.7
N 2.3861 0.2943 0.3021 -3.1 -3.1 -4.4
N -4.5182 -1.4828 -3.9562 2.7 1.4 2.7
N -3.3143 2.3059 -0.2428 1.1 -0.5 0.9
N 0.3485 -0.9780 -1.7804 4.0 1.2 2.6
N 2.3829 4.2479 0.2364 2.1 -2.2 2.7
C 1.5911 2.6021 1.9889 0.6 -1.7 -0.8
C -4.5292 0.3747 1.0093 -0.2 1.4 0.3
C 1.0314 0.7192 0.0781 -1.9 1.7 0.8
C -3.6489 -2.2507 -3.1363 0.9 3.7 1.2
C 4.2931 -5.1182 1.4932 -0.1 0.4 -3.8
C 0.5301 1.9482 0.9503 -2.2 0.6 -0.5
C 4.2394 -5.5101 -1.1291 0.0 1.4 2.4
C -1.5534 3.2722 3.3561 -0.5 0.0 -1.2
C 4.1837 -2.9605 -0.2158 0.2 -4.3 -0.3
C 4.2576 -3.5878 1.2152 -0.1 -1.5 -2.4
C -0.8905 2.5375 0.8803 1.6 -2.8 -1.9
C 4.1579 -1.3966 -0.5242 -0.1 0.1 1.3
C 0.0103 0.1121 -0.9085 -0.2 0.3 0.3
C 2.7257 3.4293 1.2258 -1.2 1.4 -1.6
C -4.1073 1.9525 0.9672 -0.8 -1.0 1.3
C -1.9197 1.8544 -0.1169 2.6 -1.6 -1.0
C -1.4689 0.6705 -1.0029 0.5 1.5 1.7
C -1.2904 3.7709 1.8210 1.8 -0.1 0.7
C -3.4812 0.7842 -2.9326 0.7 -4.2 0.8
C 1.6950 -1.4107 -1.6318 -1.7 2.3 1.8
C 4.2991 -6.1450 0.2971 -0.2 4.9 -0.5
C 4.1760 -3.9880 -1.4059 0.2 -1.2 3.5
C -2.6745 -1.5601 -2.1660 -0.5 1.2 -0.6
C 2.6587 -0.7805 -0.5905 -0.1 0.4 0.1
C -4.4123 -0.0769 -3.8073 1.1 0.7 0.9
C -2.4890 -0.0137 -1.9970 -2.9 -1.4 -2.7
H 4.7801 -1.1261 -1.4548 -1.2 -0.6 1.2
H 3.8423 3.3173 1.5016 -1.9 -0.1 -0.1
H 4.7009 -0.8839 0.3612 -1.0 -0.7 -1.4
H 4.2506 -6.2164 -2.0206 0.0 1.1 1.3
H -1.2630 2.1551 3.3537 -0.6 1.8 0.4
H 4.3159 -5.5739 2.5453 0.0 1.2 -1.7
H -0.9246 3.8805 4.1075 -1.1 -1.0 -1.2
H -0.3635 4.4600 1.8908 -1.6 -1.0 -0.6
H 3.3000 4.6274 -0.0850 -0.9 0.0 -0.1
H -3.6762 -0.2541 0.5869 -1.4 0.7 0.6
H -3.5402 2.1291 1.9618 -0.7 0.0 -1.6
H 2.0557 -2.2836 -2.2766 -0.6 1.5 1.1
H 4.2876 -2.8582 2.0876 -0.1 -1.2 -1.2
H -5.0864 2.5551 1.0174 1.7 -0.7 -0.3
H -5.1510 0.5324 -4.4543 1.3 -1.2 1.1
H 2.1246 1.6894 2.4636 -0.8 1.5 -0.6
H -5.5138 0.2796 0.4386 1.6 -0.3 0.5
H 4.1318 -3.6416 -2.5039 0.1 -0.5 2.0
H 1.0881 3.1551 2.8491 0.7 -0.5 -1.4
H 4.3443 -7.2806 0.4783 -0.1 2.1 -0.4
H -3.5080 1.9288 -2.9310 -0.1 -2.1 -0.1
H -2.0222 -2.2405 -1.5054 -1.1 1.2 -1.2
H -4.7431 0.1293 2.1176 0.4 0.2 -1.8
H -2.6850 3.4176 3.5320 1.9 -0.4 0.1
H -3.3840 3.2998 -0.4940 0.2 -0.6 0.5
H -3.6711 -3.4005 -3.1527 -0.1 2.1 -0.2
```
Positions in Å, forces in eV/Å.

Its SMILES is [H]/N=C/Cc1c([C@H](C)F)c(NCC)c(-c2ccncc2)c2ncc(Cc3ccccc3)nc12. The calculation puts the HOMO-LUMO gap at 7.196 eV. For the total energy, the calculation gives -37537.99384 eV.

Need the Mulliken charges? In units of e they are: F -0.3759; N -0.3506; N -0.5569; N -0.0075; N -0.4228; N -0.5378; C -1.0047; C -0.8279; C 0.3434; C -0.2303; C -0.4156; C 0.7600; C -0.3949; C -1.2151; C 0.4473; C -0.2917; C 0.2304; C -0.9850; C 0.2725; C -0.1012; C -0.0032; C -0.9243; C 0.2656; C -0.1815; C -0.2341; C -0.5623; C -0.4288; C -0.2647; C -0.3050; C 0.7804; C -0.2126; C 0.3344; H 0.3595; H 0.3255; H 0.2952; H 0.2827; H 0.3134; H 0.2900; H 0.2956; H 0.3888; H 0.2535; H 0.1676; H -0.1637; H 0.2005; H 0.2808; H 0.4093; H 0.2785; H 0.3616; H 0.2560; H 0.2883; H 0.3036; H 0.3116; H 0.2512; H 0.2417; H 0.3389; H 0.4295; H 0.3534; H 0.2874